DFT (the ωB97M-V functional and the def2-TZVPD basis) results for 2 unconnected molecules or ions with the total composition C10H16 at a distorted geometry.

Structure (XYZ):
```
26
Properties=species:S:1:pos:R:3:forces:R:3
C -4.000096 0.482545 -0.377560 0.4 0.3 0.8
C -2.521510 0.939540 -0.474861 -0.4 0.4 1.1
C -1.499892 0.366503 0.504054 -0.8 -1.2 -0.9
C -1.801214 -0.817141 1.187528 0.2 0.9 0.6
C -0.840470 -1.509518 1.901739 0.1 -1.2 -0.2
C 0.484013 -1.116218 1.862864 0.1 0.9 0.1
C 0.750860 0.083535 1.238368 0.6 1.4 -0.4
C -0.192414 0.816516 0.524790 -0.3 -0.2 0.6
H -4.648460 1.361267 -0.388256 -0.1 -0.2 -0.7
H -4.287355 0.039014 0.573674 0.4 -0.2 0.2
H -4.213713 -0.248968 -1.140631 -0.4 0.0 -0.3
H -2.155077 0.691842 -1.460578 0.1 0.2 -0.4
H -2.537923 2.024323 -0.342010 0.3 0.0 -0.3
H -2.833320 -1.084178 1.296671 -0.2 -0.5 -0.2
H -1.111940 -2.446787 2.383731 0.0 0.2 0.1
H 1.335425 -1.583335 2.338999 -0.4 -0.5 0.2
H 1.722460 0.560797 1.322471 0.2 -0.4 0.0
H 0.060549 1.754214 0.047329 0.2 0.0 -0.1
C 3.788300 -0.298921 -0.687434 0.3 0.9 -0.1
C 3.277964 0.145889 -2.057807 0.7 0.5 -0.4
H 2.960400 -0.654478 -0.093661 0.0 -0.6 0.1
H 4.639481 -0.975279 -0.701984 -0.2 -0.3 -0.1
H 4.150880 0.585747 -0.158329 0.0 0.0 0.1
H 3.361628 -0.586960 -2.853802 -0.3 -0.5 0.2
H 3.855931 0.980846 -2.483979 -0.1 0.0 0.4
H 2.255492 0.489205 -1.961325 -0.3 0.0 -0.2
```
Forces are in eV/Å.

- Charge: 0
- F_max: 1.7 eV/A
- Relative energy (zero: lowest compared OMol25 entry of this formula, charge and spin): 73.8 kJ/mol
- HOMO-LUMO gap: 10.10 eV
- Molar mass: 136.2 Da
- SMILES: CCc1ccccc1.CC
- DFT total energy: -10628.9786 eV
- Lowest unoccupied orbital energy: 0.03791 hartree

=====

DFT (the ωB97M-V functional and the def2-TZVPD basis) results for a single C7H11N molecule at a distorted geometry.

Structure (XYZ):
```
19
Properties=species:S:1:pos:R:3:forces:R:3
C -2.295291 -0.628219 0.517823 -2.9 1.6 -8.9
C -1.070293 0.068040 -0.331945 -6.4 2.6 -1.8
C -0.575032 1.595089 -0.215716 3.4 -3.9 2.2
C 0.817197 1.507179 0.052514 -3.8 10.0 -0.9
C 1.381451 0.377651 0.530167 4.0 -5.1 0.3
C 2.396330 -0.765709 0.184164 1.1 2.3 0.4
C 1.202510 -0.715078 -0.652579 -1.6 2.5 1.3
N -0.184655 -0.966447 -0.265989 2.4 -6.7 -3.4
H -1.961014 -0.646229 1.398486 1.6 -0.7 7.3
H -2.856672 -1.526559 0.050739 2.5 0.3 0.7
H -3.176290 -0.066317 0.257381 -0.4 1.5 1.2
H -1.659167 0.259862 -1.328093 1.2 -0.9 0.6
H -1.284433 2.457023 -0.268033 1.1 -1.0 -0.3
H 1.315729 2.624425 0.156431 -0.8 -2.7 -0.5
H 1.091650 0.003744 1.453958 -1.8 -0.3 1.4
H 3.295638 -0.343302 -0.180278 0.7 -0.1 -1.7
H 2.780438 -1.389162 0.967451 -1.2 -0.6 0.6
H 1.424347 -0.011029 -1.483518 -0.5 -1.3 -0.3
H -0.642437 -1.834966 -0.842955 1.4 2.6 1.8
```
Forces are in eV/Å.

- Charge: 0
- F_max: 10.7 eV/A
- Relative energy (zero: lowest compared OMol25 entry of this formula, charge and spin): 805.0 kJ/mol
- HOMO-LUMO gap: 8.58 eV
- Molar mass: 109.2 Da
- SMILES: C[C@H]1C=C[C@@H]2C[C@H]2N1
- DFT total energy: -8919.3851 eV
- Lowest unoccupied orbital energy: 0.03481 hartree

=====

DFT (the ωB97M-V functional and the def2-TZVPD basis) results for a single C6H8N2O5S molecule at a distorted geometry.

Structure (XYZ):
```
22
Properties=species:S:1:pos:R:3:forces:R:3
C -0.300253 -1.222598 -0.536338 -1.4 1.2 -0.9
C -1.228905 -1.070344 0.445668 0.7 0.2 0.8
C 0.012816 0.779974 0.278371 -1.2 -5.3 -2.8
C 0.492426 1.999638 0.770915 1.9 2.6 -0.2
C 1.610180 2.624975 -0.023523 1.0 1.1 0.7
C -2.206733 -2.063590 0.932097 -1.9 0.3 0.0
N 0.342938 -0.078278 -0.828674 -0.3 1.7 4.9
N -0.934774 0.124426 1.001627 1.1 1.3 -1.2
O 1.375215 -1.175535 -2.792935 0.4 -0.6 -0.2
O -0.099441 2.490085 1.708702 0.1 0.2 0.5
O 1.122635 1.222625 -2.743476 1.1 0.2 0.1
O 2.840086 0.089511 -1.268105 -0.9 0.3 -1.2
O -1.703383 -2.728275 2.038123 1.2 -3.9 0.6
S 1.666079 0.045932 -2.120358 -0.3 0.3 0.4
H -0.326395 -1.974093 -1.226510 0.4 -2.0 -1.6
H 1.148718 2.700923 -1.032114 0.8 0.3 0.4
H 2.580288 2.043013 -0.103545 -1.5 0.2 0.0
H 1.932474 3.613744 0.436288 -0.9 -1.0 -0.7
H -3.172925 -1.563461 1.369969 1.4 -0.7 -1.6
H -2.364244 -2.778291 0.078342 -0.5 0.9 0.8
H -1.246560 0.646775 1.798113 -0.7 -0.1 0.6
H -1.540243 -3.727155 1.817363 -0.4 3.0 0.7
```
Forces are in eV/Å.

- Charge: 0
- F_max: 6.1 eV/A
- Relative energy (zero: lowest compared OMol25 entry of this formula, charge and spin): 60.9 kJ/mol
- HOMO-LUMO gap: 9.05 eV
- Molar mass: 220.2 Da
- DFT total energy: -30402.9447 eV
- Lowest unoccupied orbital energy: -0.04454 hartree

=====

DFT (the ωB97M-V functional and the def2-TZVPD basis) results for a single C13H21NO molecule at a distorted geometry.

Structure (XYZ):
```
36
Properties=species:S:1:pos:R:3:forces:R:3
C 0.648873 0.561204 -2.789328 1.2 3.1 -2.2
C 0.352239 0.956297 -1.583759 -1.8 -1.1 2.4
O 0.426309 2.253564 -1.198312 -0.3 1.1 1.0
C -0.070750 2.333826 0.123463 0.5 1.2 -0.7
C -0.055530 3.698610 0.835625 1.6 -1.2 0.6
C -0.678157 4.854391 0.089685 -2.2 -0.2 -1.7
N -0.380647 1.250588 0.637862 -1.4 0.2 1.5
C -0.344311 0.139270 -0.249580 2.5 2.2 -1.7
C -1.742465 -0.402356 -0.469520 -1.3 0.3 -4.3
C -1.513314 -1.866559 -0.604427 3.0 -2.1 0.3
C -0.591790 -2.077915 0.647132 -1.3 0.9 -0.3
C 0.001859 -3.432218 0.745854 1.6 0.6 -0.6
C 0.519288 -0.976067 0.421756 -0.6 -0.2 1.3
C 1.709144 -1.436654 -0.460778 -0.5 2.6 1.9
C 1.041099 -0.645002 1.840902 1.7 -0.1 -2.9
H 1.026634 1.297903 -3.634140 -0.9 -1.7 2.0
H 0.536906 -0.437892 -2.984984 -0.1 -2.2 -0.8
H -0.494279 3.525696 1.850952 0.1 0.1 -1.0
H 1.059315 3.818845 1.054902 -1.3 0.4 -0.4
H -0.348349 5.031696 -0.934112 0.3 -1.0 -0.3
H -0.525863 5.840390 0.408070 0.6 1.2 1.7
H -1.818828 4.824590 -0.006744 1.4 -0.5 0.3
H -2.273743 -0.044456 -1.507833 1.2 -0.1 2.8
H -2.344011 -0.214358 0.410548 -0.3 0.3 -0.1
H -2.322024 -2.561726 -0.628087 -1.1 -0.1 0.2
H -0.828429 -2.285189 -1.468161 -1.3 1.5 1.0
H -1.249703 -1.861644 1.551001 1.1 0.2 -0.9
H -0.224049 -3.886895 -0.201255 0.1 -1.0 -0.2
H -0.364243 -3.993339 1.580399 0.2 -0.5 0.4
H 1.102081 -3.200918 0.733441 -1.0 -1.4 0.6
H 1.278759 -1.802662 -1.300918 -0.8 -1.3 -3.0
H 2.401712 -2.119618 -0.071335 0.6 -1.2 1.0
H 2.324426 -0.574004 -0.694888 -0.1 0.3 -0.2
H 0.396935 -0.240471 2.506586 -2.6 0.8 1.9
H 1.882676 0.014909 1.898684 0.7 0.6 -0.6
H 1.436797 -1.565153 2.137388 0.5 -1.6 1.1
```
Forces are in eV/Å.

- Charge: 0
- F_max: 4.5 eV/A
- Relative energy (zero: lowest compared OMol25 entry of this formula, charge and spin): 302.9 kJ/mol
- HOMO-LUMO gap: 9.73 eV
- Molar mass: 207.3 Da
- SMILES: C=C1OC(CC)=N[C@@]12CC[C@@H](C)C2(C)C
- DFT total energy: -17356.3656 eV
- Lowest unoccupied orbital energy: 0.03511 hartree